# C24H33AlAsB2BeF13NNaO15S

A molecular structure, C24H33AlAsB2BeF13NNaO15S (ωB97M-V/def2-TZVPD, the Open Molecules 2025 dataset).

Calculated values
E_HOMO, Eh: -0.286
F_max, Eh/bohr: 0.1635
E_LUMO, eV: -6.813
Energy, hartree: -6518.3322
Molecular weight, g/mol: 1010.09
Spin multiplicity: 1

The geometry in XYZ format:
```
93
Properties=species:S:1:pos:R:3:forces:R:3
C -0.005479 0.829046 0.931818 -0.3297 -1.6173 -0.6482
C -0.296416 -0.602628 0.541275 -0.3303 0.6715 -1.3476
C -0.615341 -0.941813 -1.045780 -2.1535 4.0807 -1.6520
O -0.717370 0.069647 -1.913203 0.9668 -6.3969 5.0403
O -0.815184 -2.381547 -1.408488 -0.4771 3.5361 0.9761
C -2.273324 -2.589089 -1.359090 -1.5122 0.2948 -0.0089
C -2.701021 -3.720143 -0.212834 -0.0457 1.1175 -1.1936
C -4.039792 -3.133114 0.584600 0.6579 -1.5021 -0.2037
C -3.607307 -2.571747 2.062066 0.6378 -0.2498 -0.2314
C -4.637360 -1.486608 2.728442 0.0583 -0.3932 0.6491
C -6.085897 -1.340820 1.976141 -1.0447 1.4075 0.7740
C -6.079341 -0.102351 0.854885 0.1854 -0.2272 0.4910
C -6.524195 -0.448111 -0.690409 1.3267 2.1683 -1.6533
C -6.186187 1.056153 -1.339121 -0.5744 -0.8663 2.8539
C -6.962520 1.936317 -0.150995 -1.3617 4.3490 -1.4876
O -7.462474 3.168330 -0.375940 2.8835 -7.5789 2.2227
N -7.010464 1.094481 1.141272 0.7861 1.1017 -2.7258
H -0.878386 1.586589 1.159702 1.9111 -1.0273 -2.1772
H 1.117286 1.180854 0.946906 -2.4633 -0.9605 1.6727
H -0.331153 -1.450971 1.350197 1.6981 1.2780 -2.0424
H -2.704313 -2.890624 -2.427574 1.2746 0.5587 2.2296
H -2.752257 -1.527557 -1.126737 0.6982 -2.3181 -0.2769
H -1.765706 -3.849342 0.478397 -1.8987 0.0403 -1.1971
H -2.939997 -4.702941 -0.826715 0.5283 1.9274 1.6412
H -4.769801 -4.073385 0.676116 1.2995 2.3490 -0.0558
H -4.512119 -2.323502 -0.115913 0.7486 -1.5280 1.6171
H -2.514711 -2.109550 1.935201 -2.4079 -0.7750 0.3397
H -3.472168 -3.485992 2.816495 -0.3468 1.9023 -1.7835
H -4.829473 -1.850394 3.846971 0.3042 0.8018 -2.3418
H -4.098212 -0.432922 2.829053 -1.2494 -2.0752 -0.3849
H -6.856660 -0.975142 2.811231 1.5222 -0.8464 -1.7219
H -6.531828 -2.339545 1.553004 1.1619 1.9685 0.7124
H -5.024616 0.412567 1.024791 -1.5487 -1.6019 -1.2549
H -5.848847 -1.131439 -1.358444 -1.4498 0.7122 1.8573
H -7.672921 -0.598340 -0.937774 2.2984 -0.3218 1.1054
H -5.029078 1.136076 -1.077599 -2.3681 0.3621 -1.1504
H -6.526734 1.217833 -2.447063 0.7678 -0.0354 2.4362
H -6.794108 1.643176 2.003161 -0.2767 -0.5353 -1.2288
F 4.169466 3.368592 3.547097 -0.0429 -1.3885 -2.4026
As 4.127087 2.601418 1.900650 -1.4848 2.4126 0.5583
F 2.313907 2.520875 1.984816 2.7937 -0.0061 -0.0268
F 4.235352 0.956349 2.663984 0.3501 -0.0680 -0.3619
F 4.084660 1.834706 0.253990 0.3126 0.5738 2.1077
F 5.940224 2.681678 1.816395 -2.2592 -0.7168 -0.0541
F 4.018860 4.246688 1.137221 0.4187 -1.1783 -0.0067
Be 5.027079 4.301472 -0.626073 -0.1429 0.1690 0.0803
O 1.031860 -0.712341 -4.754740 -0.2565 0.4341 -0.8895
S -0.072972 -0.263789 -5.621751 -0.1492 0.3991 0.4514
O -1.312951 -0.963491 -5.239361 0.4877 0.4889 -0.7210
O 0.250241 -0.569282 -7.027289 -0.1380 -0.4755 0.8432
O -0.260780 1.190177 -5.465488 0.0550 -0.8902 0.3275
C -3.718762 0.630265 6.896289 1.0774 -0.5422 -0.7273
O -3.054363 -0.539121 6.421568 -0.3306 0.3837 0.3999
C -1.869383 -0.794413 7.031452 1.6397 -0.6309 0.4476
O -1.358568 -0.124273 7.915155 -1.2286 -0.7529 -1.2648
O -1.351268 -1.924500 6.487658 -1.1976 1.5313 0.3998
C -0.094999 -2.317386 7.036931 0.8002 -0.2938 0.2983
H -4.653900 0.737113 6.339789 0.1091 -0.2757 -0.3294
H -3.960272 0.532204 7.959589 3.8576 -1.4762 -1.9779
H -3.107836 1.520914 6.717149 -0.0799 -0.0681 0.2776
H -0.191526 -2.533238 8.105904 0.0294 0.1960 -0.1922
H 0.660880 -1.544645 6.863391 -0.2207 -0.0710 0.1595
H 0.224951 -3.231389 6.529123 -0.3638 0.2336 -0.0531
F 6.704228 5.186709 6.120145 -0.1627 0.0558 0.1443
C 7.658293 4.811128 5.257989 0.8227 -0.3004 -0.7200
C 7.296186 4.239949 4.042963 -0.1276 0.0237 0.0333
C 8.289116 3.853456 3.142799 0.3407 0.1587 0.3895
C 9.634762 4.032679 3.472789 -0.0444 -0.0153 0.0075
C 9.988205 4.602260 4.696957 -0.3582 -0.0915 -0.1827
C 8.994899 4.998831 5.592006 -0.0579 0.0133 0.0694
H 6.246117 4.100915 3.807428 0.2152 0.1076 0.1296
H 8.016264 3.413113 2.186975 0.0926 0.1574 0.2419
H 10.408973 3.726984 2.772276 -0.1393 0.0753 0.1367
H 11.036265 4.736977 4.953326 -0.2134 0.0060 -0.0253
H 9.251644 5.451386 6.544058 -0.0639 -0.0474 -0.0792
Na -5.172921 1.069532 8.534476 -4.1202 1.7560 2.4972
B 1.127071 -3.059400 -9.615514 -0.1377 0.6212 -0.0109
F 1.011924 -1.904758 -10.491455 0.1121 -1.5033 1.1074
F 1.932258 -2.710106 -8.456446 -0.8616 -0.4757 -1.2875
F -0.197377 -3.470776 -9.179353 1.5274 0.3336 -0.5013
F 1.761522 -4.152035 -10.334851 -0.5631 1.0357 0.7362
Al 5.627079 -0.374230 1.869661 -0.0756 0.1747 -0.0476
O -8.635821 -1.172340 -2.862330 0.6498 -1.4125 -0.3260
H -8.910020 -0.337096 -2.530055 -0.6617 1.5399 0.3953
B 4.905306 -0.183228 -9.991336 -1.5121 3.5856 1.4753
O 4.116610 -1.402448 -10.199092 1.5499 -1.6902 -0.9231
C 4.942819 -2.326470 -10.707956 -6.4897 -2.0957 0.9203
O 4.603664 -3.462170 -10.998663 0.8372 1.4910 0.3071
C 6.262006 -1.773446 -10.851123 6.3471 2.3446 -0.8159
O 7.242830 -2.355607 -11.285133 -1.8296 0.6473 0.6778
O 6.267803 -0.500528 -10.432548 -0.0011 -2.0089 -0.6384
F 4.906654 0.178213 -8.582299 0.1063 -0.5788 -2.0452
F 4.362127 0.906470 -10.787193 0.9056 -1.6661 1.1396
```
Positions in Å, forces in eV/Å.



# C24H33AsCsN2O8P2S

A molecular structure, C24H33AsCsN2O8P2S (ωB97M-V/def2-TZVPD, the Open Molecules 2025 dataset).

Calculated values
E_HOMO, Eh: -0.179
F_max, Eh/bohr: 0.0189
Total charge: -1
E_LUMO, eV: 1.872
Energy, hartree: -4982.7406
Molecular weight, g/mol: 779.38
Spin multiplicity: 1

The geometry in XYZ format:
```
72
Properties=species:S:1:pos:R:3:forces:R:3
Cs 1.059678 0.834356 0.144058 0.0488 -0.3187 0.4635
C 3.039957 0.288618 5.125656 -0.0165 -0.0468 -0.0345
P 2.350580 -0.554038 3.642932 0.0699 0.0374 -0.1068
C 3.782371 -1.628480 3.218067 -0.0301 0.0123 0.0776
C 1.245169 -1.793133 4.441713 -0.0017 0.0335 -0.0137
C -0.062255 -1.174608 4.942441 -0.0474 -0.0038 0.0121
P -1.035110 -0.271846 3.634885 -0.0192 -0.0102 0.0185
C -0.580012 1.478649 3.970780 0.0148 -0.0305 -0.0361
C -2.658252 -0.292719 4.514510 0.0299 0.0173 -0.0422
H 3.480477 -0.421681 5.830327 -0.0014 0.0121 0.0117
H 2.258026 0.856473 5.630777 -0.0111 0.0082 -0.0083
H 3.802285 0.997317 4.801082 0.0160 0.0061 0.0293
H 4.121310 -2.224680 4.069568 0.0027 -0.0012 -0.0057
H 4.602698 -0.995456 2.877836 0.0204 -0.0259 -0.0107
H 3.515237 -2.296375 2.398233 -0.0053 0.0033 -0.0084
H 1.766513 -2.310840 5.255156 0.0220 0.0000 -0.0193
H 1.016927 -2.535173 3.670419 -0.0120 -0.0068 0.0026
H 0.116879 -0.507355 5.792353 0.0153 0.0032 0.0013
H -0.717559 -1.971450 5.306662 0.0111 0.0016 0.0071
H -0.642425 1.723466 5.034635 -0.0079 -0.0007 0.0020
H -1.251949 2.130638 3.410516 0.0067 0.0183 -0.0017
H 0.426413 1.687184 3.608371 0.0112 0.0152 0.0032
H -2.563458 0.038885 5.551944 -0.0153 0.0038 0.0040
H -3.071117 -1.302121 4.496769 -0.0123 0.0009 0.0126
H -3.356429 0.366222 3.997315 -0.0053 0.0054 0.0008
O -5.229316 -2.494924 -3.671358 -0.0138 -0.0100 -0.0190
C -5.423320 -1.412076 -2.771576 -0.0062 0.0098 0.0190
C -4.095233 -0.955778 -2.235102 -0.0455 0.0173 -0.0167
C -3.900022 0.367165 -1.866708 -0.0298 -0.0171 0.0134
C -2.684200 0.735226 -1.312902 0.0757 0.0198 -0.0094
N -1.682989 -0.117536 -1.125961 -0.0155 -0.0818 0.0746
C -1.857297 -1.382090 -1.504812 -0.1411 0.0212 0.0232
C -3.047375 -1.844872 -2.057196 0.0717 0.0019 -0.0337
C -0.696405 -2.303511 -1.340749 0.0215 0.0793 -0.1208
C -0.219733 -2.993228 -2.448564 -0.0148 0.0012 -0.0038
C 0.904734 -3.788401 -2.322150 0.0494 -0.0209 -0.0231
C 1.449624 -4.524195 -3.515079 0.0052 0.0018 -0.0006
O 0.787116 -5.771840 -3.727539 -0.0041 -0.0012 0.0013
C 1.496344 -3.876000 -1.070533 0.0087 0.0034 -0.0241
C 0.946458 -3.156938 -0.024230 -0.0528 -0.0318 0.0184
N -0.126393 -2.379743 -0.142709 0.0153 0.0545 0.0585
H -6.089822 -2.789602 -3.981927 0.0177 -0.0027 0.0189
H -6.053403 -1.727463 -1.930046 0.0007 0.0212 -0.0101
H -5.921877 -0.571985 -3.265857 0.0195 -0.0043 -0.0090
H -4.676485 1.108302 -2.009788 -0.0086 0.0046 -0.0004
H -2.491291 1.762237 -1.021161 0.0048 0.0143 0.0147
H -3.153827 -2.881926 -2.344060 0.0080 -0.0053 -0.0059
H -0.688277 -2.844695 -3.414729 0.0006 0.0073 -0.0011
H 2.500673 -4.767063 -3.365223 -0.0053 0.0051 -0.0025
H 1.370317 -3.887790 -4.402123 -0.0014 -0.0123 0.0059
H -0.160922 -5.603312 -3.726725 0.0100 -0.0015 0.0053
H 2.384073 -4.476611 -0.918898 0.0086 -0.0042 0.0114
H 1.388673 -3.206405 0.966300 0.0168 0.0177 0.0095
O 2.893583 1.507073 -4.001742 -0.0437 -0.0174 -0.0177
As 1.275269 0.812988 -3.585512 -0.2635 0.8082 -0.4752
O 0.804901 2.276516 -2.327896 0.2363 -0.0796 0.4226
O 1.610625 -0.337201 -2.466048 0.1399 -0.3701 0.4690
C 0.902612 3.594637 -2.538657 -0.0772 0.2781 -0.3505
C 0.852670 4.067889 -3.861886 -0.0216 -0.1583 -0.0198
C 0.907330 5.408015 -4.184786 -0.0041 0.0277 -0.0312
C 1.011041 6.355810 -3.180140 0.0018 -0.0297 0.0457
C 1.063872 5.918168 -1.866799 -0.0042 0.0372 -0.0556
C 1.017541 4.572188 -1.514896 -0.0115 -0.0103 0.1351
S 1.149980 4.283005 0.275678 0.0636 0.2104 -0.3235
O 1.247852 5.596969 0.880187 -0.0106 0.0687 -0.0273
O 2.365640 3.485246 0.437600 -0.0321 -0.2680 -0.0349
O -0.066210 3.568956 0.667126 -0.0976 -0.3432 -0.1058
H 3.444289 1.474748 -3.209372 0.0402 -0.0189 0.0439
H 0.771552 3.328706 -4.648779 0.0031 0.0344 -0.0236
H 0.867302 5.707132 -5.226264 0.0002 -0.0052 -0.0028
H 1.054118 7.413619 -3.406084 0.0011 0.0065 -0.0075
H 1.150251 6.628736 -1.057332 0.0014 0.0082 0.0061
```
Positions in Å, forces in eV/Å.



# C24H33AsN5O3Zn

A molecular structure, C24H33AsN5O3Zn (ωB97M-V/def2-TZVPD, the Open Molecules 2025 dataset).

Calculated values
E_HOMO, Eh: -0.369
F_max, Eh/bohr: 0.0033
Total charge: +1
E_LUMO, eV: -2.858
Energy, hartree: -5448.8596
Molecular weight, g/mol: 579.87
Spin multiplicity: 1

The geometry in XYZ format:
```
67
Properties=species:S:1:pos:R:3:forces:R:3
Zn 0.009427 -0.233708 -0.094809 -0.0363 -0.1030 -0.1269
C -2.597659 -3.527474 1.475402 -0.0148 -0.0057 -0.0121
C -2.190263 -3.631953 2.794506 0.0141 0.0061 0.0185
C -1.264878 -2.726566 3.289749 -0.0115 -0.0031 -0.0069
C -0.769207 -1.746831 2.443432 -0.0467 -0.0391 -0.0141
N -1.150089 -1.662251 1.161663 0.0287 -0.0032 0.0147
C -2.046393 -2.526604 0.694299 0.0244 0.0063 -0.0319
C 0.193499 -0.703521 2.882344 0.0467 0.0432 0.0223
C 1.026808 -0.820799 3.983671 0.0099 0.0006 0.0023
C 1.925762 0.202217 4.234598 -0.0108 -0.0031 -0.0107
C 1.982375 1.296468 3.385326 -0.0114 -0.0031 -0.0043
C 1.111608 1.339417 2.308180 -0.0276 -0.0593 0.0090
N 0.225221 0.367235 2.093951 0.0238 0.0747 0.0226
C 1.114168 2.407384 1.272121 0.0077 0.0209 0.0201
C 1.634753 3.673315 1.497939 0.0006 0.0028 -0.0189
C 1.587793 4.605474 0.473022 -0.0028 -0.0231 0.0088
C 1.020440 4.245595 -0.738111 0.0072 0.0147 0.0065
C 0.519501 2.961305 -0.875518 0.0008 -0.0118 -0.0304
N 0.564961 2.062084 0.102425 0.0119 0.0003 0.0091
H -3.324191 -4.206919 1.053131 0.0042 -0.0044 0.0022
H -2.593624 -4.403841 3.436046 -0.0027 0.0017 0.0007
H -0.948990 -2.771469 4.322024 -0.0014 0.0032 0.0033
H -2.316664 -2.407793 -0.348948 -0.0074 -0.0026 0.0099
H 1.010200 -1.704306 4.604780 0.0005 -0.0014 0.0014
H 2.606958 0.131503 5.071627 -0.0001 -0.0020 -0.0003
H 2.715771 2.074545 3.539084 -0.0007 0.0007 0.0026
H 2.053293 3.931642 2.460235 0.0018 0.0083 -0.0004
H 1.984160 5.600827 0.621778 0.0013 0.0001 0.0025
H 0.964175 4.941320 -1.563050 0.0026 0.0015 0.0000
H 0.067502 2.630835 -1.803816 -0.0004 0.0075 0.0151
C -2.851595 -1.625506 -3.554592 -0.0004 0.0375 0.0037
C -1.795486 -2.693877 -3.299998 0.0719 -0.0475 -0.0061
As -0.187205 -1.959997 -2.432430 -0.0512 -0.0116 0.0158
C 0.668357 -1.083351 -3.967228 -0.0148 -0.0003 0.0395
C 0.647805 0.434623 -3.835918 0.0207 0.0603 0.0048
C 0.888664 -3.594041 -2.312466 -0.0061 -0.0053 -0.0379
C 0.563241 -4.411485 -1.067661 0.0020 0.0109 0.0156
H -3.742798 -2.046838 -4.021542 0.0052 -0.0071 -0.0010
H -2.471015 -0.845029 -4.217684 0.0039 -0.0060 0.0017
H -3.151171 -1.142197 -2.621660 -0.0046 -0.0024 0.0043
H -1.486361 -3.172497 -4.231631 -0.0061 0.0004 -0.0022
H -2.188357 -3.484534 -2.655161 -0.0002 0.0139 0.0110
H 0.177598 -1.420969 -4.881698 -0.0087 0.0202 -0.0069
H 1.697603 -1.441640 -3.991238 0.0039 -0.0155 -0.0161
H -0.369745 0.821705 -3.736723 -0.0056 -0.0300 -0.0069
H 1.104086 0.913989 -4.703831 -0.0046 -0.0012 -0.0024
H 1.214036 0.739391 -2.951887 -0.0139 -0.0145 -0.0202
H 1.930515 -3.272673 -2.297471 -0.0183 0.0038 0.0021
H 0.738454 -4.178083 -3.222835 -0.0095 0.0048 -0.0022
H 0.769112 -3.837784 -0.160802 -0.0133 0.0026 0.0070
H 1.163087 -5.321711 -1.026078 0.0017 0.0056 -0.0046
H -0.486098 -4.714912 -1.045562 -0.0126 0.0050 0.0011
N -3.727840 1.613433 -0.908852 0.0331 -0.0164 0.0211
C -2.625738 1.181396 -0.259471 -0.0535 0.0556 -0.0669
N -2.531071 1.428574 1.058214 -0.0308 0.0115 0.0384
O -1.742592 0.568442 -0.892122 0.0526 -0.0431 0.0597
H -4.455000 2.140299 -0.461633 0.0006 -0.0020 -0.0006
H -3.784879 1.438929 -1.896194 -0.0059 -0.0006 0.0001
H -3.242217 1.929185 1.559193 0.0037 -0.0008 0.0018
H -1.691865 1.136525 1.541701 0.0127 -0.0095 -0.0197
C 3.919049 -1.414829 -1.272944 0.0484 -0.0183 -0.0215
O 2.564979 -0.940265 -1.278518 0.0619 -0.0172 -0.0386
C 1.950150 -0.868101 -0.059114 -0.0190 0.0703 0.1295
O 2.564496 -1.186668 0.940013 -0.0119 0.0101 -0.0206
H 4.565402 -0.745201 -0.707566 -0.0262 0.0182 0.0108
H 4.232057 -1.444996 -2.313503 -0.0066 -0.0035 0.0000
H 3.979728 -2.406991 -0.826872 -0.0102 -0.0055 -0.0083
```
Positions in Å, forces in eV/Å.



no.,Kohn-Sham gap (eV)
1,0.96
2,6.74
3,7.18